Record 1
{"formula": "C2H4N2S3", "method": "wB97M-V/def2-TZVPD", "symbols": ["C", "C", "N", "N", "S", "S", "S", "H", "H", "H", "H"], "xyz": [[0.898017, -1.379982, 0.347301], [-0.292720, -0.449848, 0.428148], [1.036581, -2.509497, -0.272764], [1.192419, -3.545823, -0.711458], [2.374029, -0.761108, 1.074173], [2.554338, 2.029949, -0.508139], [3.280318, 0.019080, -0.515923], [-0.980440, -0.693689, -0.446484], [0.034315, 0.613991, 0.211419], [-0.812006, -0.461965, 1.372647], [1.951541, 2.166487, -1.672650]], "forces_ev_per_angstrom": [[0.366, 0.797, 0.875], [-0.342, 0.342, -2.834], [-0.637, -0.816, 0.246], [-0.079, 0.973, 0.009], [-0.188, -0.819, 0.334], [0.797, -0.196, 0.771], [0.377, 1.424, -0.713], [0.410, 0.219, 1.322], [-0.175, -1.274, 0.397], [-0.188, -0.225, 0.262], [-0.341, -0.425, -0.669]], "multiplicity": 1, "homo_lumo_gap_ev": 8.483, "relative_energy_kj_mol": 148.9, "charge": 0, "largest_force_ha_per_bohr": 0.05590, "total_energy_ha": -1382.615381, "e_homo_ev": -8.36}

Record 2
{"formula": "C7H18", "method": "wB97M-V/def2-TZVPD", "symbols": ["C", "C", "C", "H", "H", "H", "H", "H", "H", "H", "H", "C", "C", "C", "C", "H", "H", "H", "H", "H", "H", "H", "H", "H", "H"], "xyz": [[1.172632, -1.251501, 2.363726], [0.704736, 0.252285, 2.374147], [0.395860, -2.231144, 1.490794], [2.145097, -1.362230, 2.128807], [1.032113, -1.664677, 3.469141], [0.681872, 0.882772, 1.408369], [1.532268, 0.668623, 3.003290], [0.736983, -2.231984, 0.566634], [0.589923, -3.324997, 1.766754], [-0.315833, 0.382251, 2.781706], [-0.628388, -2.003735, 1.445236], [-0.492633, 1.091751, -1.358067], [0.548724, -0.033250, -1.498107], [-0.507287, 2.214671, -2.397849], [-1.774898, 0.264519, -1.232308], [-0.427518, 1.668093, -0.440108], [0.330025, -1.083534, -1.158189], [0.162844, 2.171693, -3.144932], [-1.534727, 2.382064, -2.888486], [-0.282109, 3.146881, -1.776165], [-2.294877, 0.305872, -0.230902], [-2.572606, 0.469285, -2.168216], [-1.585786, -0.844306, -1.119102], [1.420400, 0.329583, -0.886358], [0.963182, -0.198986, -2.499814]], "forces_ev_per_angstrom": [[-4.572, -0.441, 2.502], [1.055, 0.125, -0.549], [0.246, -1.657, 3.783], [3.501, 0.045, -0.618], [0.462, 1.164, -2.007], [0.370, -1.508, 1.070], [-1.251, 0.469, -0.194], [1.602, 0.452, -4.583], [-0.591, 1.440, 0.216], [0.728, -0.160, 0.258], [-1.546, 0.011, 0.220], [-1.257, -1.799, -0.092], [2.892, 0.486, 0.796], [-3.399, 1.874, 2.735], [-3.508, -0.941, -0.828], [0.587, -0.658, 0.470], [-0.283, 1.485, 0.020], [2.563, -0.474, -2.566], [1.385, -0.360, 0.857], [-0.332, -0.843, -1.322], [0.073, 1.116, -1.039], [1.955, -0.674, 2.709], [-0.074, 1.105, -1.133], [-0.267, -0.734, -0.580], [-0.336, 0.474, -0.125]], "multiplicity": 1, "homo_lumo_gap_ev": 11.578, "relative_energy_kj_mol": 267.2, "charge": 0, "smiles": "CC(C)C.CCC", "largest_force_ha_per_bohr": 0.10172, "total_energy_ha": -277.396619, "e_homo_ev": -10.52}

Record 3
{"formula": "C5H10N", "method": "wB97M-V/def2-TZVPD", "symbols": ["C", "C", "C", "C", "N", "C", "H", "H", "H", "H", "H", "H", "H", "H", "H", "H"], "xyz": [[-1.933014, -1.254724, -1.454653], [-0.568949, -1.358635, -0.774908], [-0.355720, -0.192117, 0.153794], [0.821524, 0.476259, 0.079093], [1.158508, 1.271203, 1.272450], [2.321822, 2.229451, 1.279598], [-2.707959, -1.293262, -0.741208], [-2.198479, -1.981768, -2.207406], [-1.891118, -0.260114, -1.838507], [0.167066, -1.345757, -1.524519], [-0.469478, -2.336070, -0.169049], [-1.012289, -0.066209, 0.984811], [1.010987, -0.658266, 0.334332], [0.218646, 1.400957, 1.709438], [2.328860, 3.242046, 0.718437], [3.109594, 2.127006, 2.178297]], "forces_ev_per_angstrom": [[0.392, 0.416, 0.387], [-1.427, -1.081, 0.815], [-0.844, -2.166, -2.055], [0.447, 0.994, 2.614], [2.936, 1.737, -2.797], [-2.550, -0.438, 3.173], [-1.041, 0.007, 0.973], [0.634, -0.226, -0.268], [-0.670, 0.599, -0.959], [1.331, -0.141, -0.900], [-0.102, 1.366, -0.504], [-0.647, -0.048, 0.894], [1.670, 0.135, -0.004], [1.396, 0.941, 1.008], [0.336, -2.123, -0.558], [-1.861, 0.029, -1.820]], "s_squared": 0.75, "multiplicity": 2, "homo_lumo_gap_ev": [6.714, 6.771], "relative_energy_kj_mol": 618.7, "charge": 2, "largest_force_ha_per_bohr": 0.08579, "total_energy_ha": -250.220898, "e_homo_ev": [-20.15, -20.23]}

Record 4
{"formula": "C4H6O2", "method": "wB97M-V/def2-TZVPD", "symbols": ["C", "C", "O", "C", "O", "C", "H", "H", "H", "H", "H", "H"], "xyz": [[0.277596, -1.105562, 0.775508], [-0.372482, 0.273672, 0.693809], [0.741189, 1.176693, 0.292999], [0.840926, 0.942034, -1.000077], [-0.224978, 0.496331, -1.528358], [-1.228090, 0.427969, -0.530191], [-0.478155, -1.882296, 0.902597], [1.073697, -1.206916, 1.519205], [-0.790818, 0.676640, 1.620652], [1.668557, 1.301047, -1.591467], [0.738439, -1.241532, -0.209607], [-1.986542, -0.303136, -0.793407]], "forces_ev_per_angstrom": [[0.007, -0.156, -0.010], [-0.136, -0.180, 0.080], [0.177, -0.006, -0.311], [-0.253, 0.315, -0.044], [0.270, 0.345, -0.138], [-0.248, 0.119, 0.142], [0.050, 0.097, 0.168], [-0.208, 0.102, 0.055], [0.152, -0.197, -0.222], [-0.062, 0.001, 0.037], [-0.006, -0.401, 0.188], [0.257, -0.039, 0.053]], "multiplicity": 1, "homo_lumo_gap_ev": [7.566, 7.613], "relative_energy_kj_mol": 384.1, "charge": 0, "largest_force_ha_per_bohr": 0.00894, "total_energy_ha": -306.360007, "e_homo_ev": [-6.84, -6.87]}

Record 5
{"formula": "C2H5O3S", "method": "wB97M-V/def2-TZVPD", "symbols": ["C", "C", "O", "O", "O", "S", "H", "H", "H", "H", "H"], "xyz": [[-1.618016, -0.419831, -0.121978], [-0.249151, 0.255468, 0.045829], [2.692786, -1.055455, 0.322469], [2.388856, 1.402041, 0.451585], [0.619020, 0.039957, -0.953305], [2.391796, 0.196830, -0.410054], [-1.367645, -1.462382, -0.168309], [-2.181301, -0.305090, -1.029686], [0.070804, 0.000548, 1.009286], [-2.290533, -0.088754, 0.702260], [-0.456621, 1.436663, 0.151907]], "forces_ev_per_angstrom": [[0.318, 0.158, 0.425], [-2.940, 4.048, -0.344], [-0.673, 0.664, -0.035], [-0.392, -0.725, -0.101], [1.634, -0.773, -0.511], [0.577, 0.057, -0.541], [-0.348, -0.966, 0.715], [0.081, 0.863, -0.773], [0.958, -0.712, 1.569], [0.493, -0.700, -0.279], [0.293, -1.915, -0.125]], "multiplicity": 1, "homo_lumo_gap_ev": 8.227, "relative_energy_kj_mol": 17.7, "charge": -1, "largest_force_ha_per_bohr": 0.09753, "total_energy_ha": -703.142370, "e_homo_ev": -4.08}

Record 6
{"formula": "C18H28F10O7S", "method": "wB97M-V/def2-TZVPD", "symbols": ["C", "O", "C", "C", "C", "C", "C", "F", "F", "C", "F", "F", "S", "F", "F", "F", "F", "F", "O", "C", "C", "C", "C", "C", "C", "O", "C", "C", "O", "H", "H", "H", "H", "H", "H", "H", "H", "H", "H", "H", "H", "H", "H", "H", "H", "H", "H", "H", "H", "H", "H", "H", "H", "H", "C", "C", "O", "C", "O", "O", "F", "H", "H", "H"], "xyz": [[1.988471, 3.440461, 2.410529], [0.626796, 3.121433, 2.632349], [0.339519, 1.753587, 2.848244], [-0.479241, 1.110432, 1.733137], [-1.748091, 1.928848, 1.425219], [-2.451260, 1.449827, 0.151516], [-3.929491, 1.121578, 0.303425], [-4.547147, 1.950627, 1.178014], [-4.558133, 1.254805, -0.894721], [-4.111272, -0.366696, 0.743016], [-3.833978, -1.108933, -0.340423], [-3.210147, -0.667875, 1.680915], [-5.819159, -0.896359, 1.411552], [-5.576795, 0.057867, 2.657837], [-5.148153, -2.107220, 2.196672], [-6.091612, -1.870278, 0.186452], [-6.524091, 0.276734, 0.614267], [-7.216680, -1.300407, 2.019748], [0.267553, 0.759852, 0.582244], [0.786106, 1.814990, -0.220474], [0.561067, 1.505677, -1.705648], [1.760137, 1.928706, -2.576952], [2.760376, 0.784321, -2.859322], [4.047387, 0.821128, -2.017379], [3.917562, 0.090878, -0.682052], [5.196263, -0.486314, -0.347634], [5.282991, -0.992986, 0.908883], [6.143779, -2.221075, 0.979968], [4.728090, -0.495096, 1.859590], [2.049050, 4.220199, 1.646776], [2.561966, 2.577511, 2.059538], [2.452526, 3.818583, 3.326404], [-0.260198, 1.677253, 3.764624], [1.248823, 1.166966, 3.013069], [-0.809246, 0.148005, 2.141441], [-1.459201, 2.974395, 1.304927], [-2.386922, 1.860748, 2.305927], [-2.403034, 2.185027, -0.654701], [-1.966746, 0.551091, -0.240834], [1.865622, 1.868149, -0.048064], [0.365428, 2.783366, 0.061057], [-0.363820, 1.964853, -2.062577], [0.449478, 0.419298, -1.767635], [1.409780, 2.361286, -3.516195], [2.303410, 2.731510, -2.066237], [2.265760, -0.178562, -2.696729], [3.031398, 0.801295, -3.917802], [4.315376, 1.862888, -1.819057], [4.874686, 0.383734, -2.579632], [3.663763, 0.796303, 0.110916], [3.159279, -0.695137, -0.714131], [5.544435, -3.099907, 0.737015], [6.984536, -2.137255, 0.293328], [6.514762, -2.313441, 2.000808], [-2.516433, -3.798462, -1.097079], [-1.585535, -3.332271, -2.195144], [-0.764589, -4.463803, -2.398349], [-1.474688, -5.572761, -2.032748], [-1.170109, -6.684138, -2.293368], [-2.580005, -5.206050, -1.340523], [-0.817016, -2.281468, -1.811795], [-2.077064, -3.616164, -0.114811], [-3.505286, -3.355441, -1.144137], [-2.081034, -3.076112, -3.133254]], "forces_ev_per_angstrom": [[0.120, 0.064, -0.004], [0.107, -0.062, -0.260], [-0.173, -0.105, 0.268], [-0.239, -0.053, 0.196], [0.569, 0.044, -0.176], [-0.260, -0.248, -0.157], [0.008, 0.062, 0.117], [0.119, 0.030, -0.071], [0.033, 0.001, 0.076], [-0.186, 0.040, -0.293], [0.052, -0.183, 0.024], [0.010, 0.073, 0.208], [0.020, 0.011, -0.003], [-0.067, -0.107, -0.036], [-0.075, 0.064, -0.055], [0.028, 0.079, 0.056], [-0.018, -0.057, 0.118], [0.173, 0.042, -0.057], [-0.176, 0.110, -0.063], [0.172, -0.078, -0.161], [0.252, -0.072, 0.166], [-0.038, -0.072, 0.125], [0.049, 0.117, -0.044], [-0.145, -0.077, 0.028], [0.283, 0.829, 0.141], [-0.294, -0.717, -0.061], [-0.118, 0.458, 0.375], [0.326, 0.328, 0.288], [0.013, -0.318, -0.462], [-0.072, -0.032, 0.066], [-0.042, 0.002, 0.039], [-0.026, -0.049, 0.001], [0.049, 0.056, -0.029], [0.029, 0.066, -0.095], [0.133, -0.032, -0.127], [-0.176, -0.014, 0.133], [-0.076, 0.100, -0.073], [-0.008, 0.053, 0.151], [0.055, 0.105, 0.001], [-0.038, 0.090, 0.095], [-0.024, -0.033, 0.010], [0.026, -0.069, 0.043], [-0.182, 0.074, -0.099], [-0.022, -0.126, 0.020], [-0.080, 0.092, -0.090], [0.003, 0.021, -0.095], [0.048, 0.073, 0.080], [0.125, -0.059, -0.105], [-0.062, -0.115, 0.066], [-0.174, -0.173, 0.005], [0.107, -0.079, -0.002], [0.035, 0.071, -0.100], [-0.100, -0.122, -0.092], [-0.067, -0.095, -0.092], [-0.125, 0.016, 0.078], [0.107, -0.033, 0.069], [-0.140, 0.002, -0.192], [0.022, 0.008, 0.098], [0.042, -0.016, 0.026], [0.034, 0.055, -0.018], [0.025, -0.049, 0.037], [0.062, 0.067, -0.029], [-0.069, -0.171, -0.066], [0.036, 0.111, 0.004]], "multiplicity": 1, "homo_lumo_gap_ev": 9.998, "charge": 0, "smiles": "COC[C@@H](CCC(F)(F)C(F)(F)S(F)(F)(F)(F)F)OCCCCCCOC(C)=O.O=C1OC[C@@H](F)O1", "largest_force_ha_per_bohr": 0.01726, "total_energy_ha": -2626.129319, "e_homo_ev": -9.68}

Q: Among the records above, which one has the highest multiplicity?
A: C5H10N

Q: What is the charge in the fifth record?
A: -1

Q: Number 4 is which compound?
A: C4H6O2